C50H71N2O19 | wB97M-V/def2-TZVPD

- DFT total energy: -3486.4105 a.u.
- Highest occupied orbital energy: -10.73 eV
- 2S+1: 1
- Total charge: +1

Bonds (Å) are listed after each position.
Cartesian coordinates (Å):
1 C -4.265 -5.003 5.892  C2 1.608, H18 1.160, H19 1.150, H20 1.160
2 C -3.771 -3.542 5.438  C1 1.608, C3 1.555, C17 1.559
3 C -4.318 -2.963 4.102  C2 1.555, C4 1.573, H21 1.139
4 C -3.811 -1.556 3.615  C3 1.573, C5 1.558, H22 1.156
5 C -2.788 -0.825 4.534  C4 1.558, C6 1.629, C16 1.553
6 C -2.210 0.611 4.025  C5 1.629, C7 1.624, H23 1.152, H24 1.153
7 C -1.030 0.223 2.978  C6 1.624, C8 1.541, N15 1.466
8 C -1.065 0.119 1.441  C7 1.541, N9 1.478, H25 1.148
9 N 0.281 -0.320 1.015  C8 1.478, C10 1.489, C14 1.433
10 C 0.626 -0.578 -0.410  N9 1.489, C11 1.723, H26 1.142, H27 1.158
11 C 2.323 -0.332 -0.578  C10 1.723, C12 1.688, O13 1.516, H28 1.204
12 C 3.092 -1.520 -1.497  C11 1.688, O13 1.617, H29 1.153, H30 1.142
13 O 3.197 -1.363 0.109  C11 1.516, C12 1.617
14 C 1.047 -0.454 2.219  N9 1.433, N15 1.441, H31 1.138
15 N 0.320 -0.135 3.422  C7 1.466, C14 1.441, H32 1.029
16 C -2.235 -1.358 5.883  C5 1.553, C17 1.584, H33 1.153
17 C -2.763 -2.778 6.348  C2 1.559, C16 1.584, H34 1.139
18 H -3.458 -5.450 6.594  C1 1.160
19 H -5.316 -5.026 6.358  C1 1.150
20 H -4.233 -5.676 4.948  C1 1.160
21 H -5.043 -3.541 3.442  C3 1.139
22 H -4.194 -1.133 2.609  C4 1.156
23 H -1.821 1.252 4.898  C6 1.152
24 H -3.054 1.207 3.514  C6 1.153
25 H -1.971 0.341 0.773  C8 1.148
26 H 0.152 0.141 -1.159  C10 1.142
27 H 0.467 -1.690 -0.691  C10 1.158
28 H 2.717 0.800 -0.691  C11 1.204
29 H 2.790 -2.617 -1.310  C12 1.153
30 H 4.232 -1.490 -1.554  C12 1.142
31 H 2.131 -0.791 2.301  C14 1.138
32 H 0.738 -0.176 4.361  N15 1.029
33 H -1.481 -0.784 6.539  C16 1.153
34 H -2.363 -3.223 7.316  C17 1.139
35 O 0.570 0.179 -4.091  C36 1.208
36 C 0.303 1.347 -3.936  O35 1.208, O37 1.359, C40 1.505
37 O -0.952 1.814 -3.703  C36 1.359, C38 1.435
38 C -0.927 3.249 -3.678  O37 1.435, C39 1.509, H41 1.092, H42 1.091
39 C 0.503 3.616 -3.368  C38 1.509, C40 1.514, H43 1.091, H44 1.096
40 C 1.278 2.490 -4.018  C36 1.505, C39 1.514, H45 1.093, H46 1.090
41 H -1.249 3.620 -4.654  C38 1.092
42 H -1.617 3.615 -2.916  C38 1.091
43 H 0.781 4.607 -3.731  C39 1.091
44 H 0.665 3.596 -2.284  C39 1.096
45 H 1.497 2.698 -5.068  C40 1.093
46 H 2.194 2.264 -3.471  C40 1.090
47 O -2.486 1.499 -1.053  C48 1.210
48 C -3.128 0.576 -1.498  O47 1.210, O49 1.360, C52 1.503
49 O -4.174 -0.004 -0.850  C48 1.360, C50 1.434
50 C -4.633 -1.133 -1.605  O49 1.434, C51 1.510, H53 1.094, H54 1.091
51 C -4.160 -0.883 -3.018  C50 1.510, C52 1.514, H55 1.091, H56 1.095
52 C -2.868 -0.125 -2.801  C48 1.503, C51 1.514, H57 1.093, H58 1.087
53 H -4.197 -2.040 -1.175  C50 1.094
54 H -5.720 -1.199 -1.543  C50 1.091
55 H -4.040 -1.799 -3.599  C51 1.091
56 H -4.878 -0.243 -3.541  C51 1.095
57 H -2.016 -0.799 -2.680  C52 1.093
58 H -2.683 0.589 -3.600  C52 1.087
59 O -6.593 -7.604 6.294  C60 1.206
60 C -7.156 -7.080 7.223  O59 1.206, O61 1.362, C64 1.503
61 O -6.896 -5.816 7.656  C60 1.362, C62 1.433
62 C -7.661 -5.555 8.840  O61 1.433, C63 1.510, H65 1.094, H66 1.092
63 C -8.811 -6.532 8.795  C62 1.510, C64 1.513, H67 1.091, H68 1.095
64 C -8.198 -7.726 8.094  C60 1.503, C63 1.513, H69 1.093, H70 1.090
65 H -7.017 -5.709 9.711  C62 1.094
66 H -8.005 -4.519 8.834  C62 1.092
67 H -9.218 -6.764 9.781  C63 1.091
68 H -9.621 -6.124 8.183  C63 1.095
69 H -7.706 -8.402 8.797  C64 1.093
70 H -8.934 -8.262 7.495  C64 1.090
71 O -1.553 5.934 -4.611  C72 1.208
72 C -1.506 6.578 -3.589  O71 1.208, O73 1.360, C76 1.504
73 O -2.355 6.405 -2.542  C72 1.360, C74 1.436
74 C -2.089 7.403 -1.545  O73 1.436, C75 1.509, H77 1.092, H78 1.091
75 C -0.673 7.852 -1.804  C74 1.509, C76 1.512, H79 1.087, H80 1.096
76 C -0.548 7.702 -3.304  C72 1.504, C75 1.512, H81 1.093, H82 1.090
77 H -2.811 8.215 -1.664  C74 1.092
78 H -2.205 6.971 -0.550  C74 1.091
79 H -0.470 8.859 -1.448  C75 1.087
80 H 0.029 7.171 -1.308  C75 1.096
81 H -0.883 8.599 -3.831  C76 1.093
82 H 0.468 7.438 -3.598  C76 1.090
83 O -9.420 -11.075 2.310  C84 1.205
84 C -8.441 -10.517 2.737  O83 1.205, O85 1.361, C88 1.505
85 O -7.910 -10.745 3.968  C84 1.361, C86 1.433
86 C -6.824 -9.837 4.192  O85 1.433, C87 1.510, H89 1.093, H90 1.092
87 C -6.372 -9.410 2.816  C86 1.510, C88 1.513, H91 1.092, H92 1.095
88 C -7.661 -9.446 2.023  C84 1.505, C87 1.513, H93 1.093, H94 1.090
89 H -7.189 -8.997 4.789  C86 1.093
90 H -6.029 -10.343 4.744  C86 1.092
91 H -5.878 -8.437 2.808  C87 1.092
92 H -5.671 -10.147 2.410  C87 1.095
93 H -8.207 -8.502 2.091  C88 1.093
94 H -7.485 -9.716 0.982  C88 1.090
95 O -1.776 9.572 -0.051  C96 1.207
96 C -1.157 10.009 0.888  O95 1.207, O97 1.360, C100 1.504
97 O -0.871 9.295 2.010  C96 1.360, C98 1.432
98 C -0.223 10.147 2.962  O97 1.432, C99 1.510, H101 1.094, H102 1.092
99 C 0.360 11.279 2.150  C98 1.510, C100 1.513, H103 1.091, H104 1.095
100 C -0.633 11.413 1.016  C96 1.504, C99 1.513, H105 1.093, H106 1.090
101 H -0.969 10.494 3.684  C98 1.094
102 H 0.548 9.585 3.493  C98 1.092
103 H 0.495 12.197 2.726  C99 1.091
104 H 1.336 10.985 1.751  C99 1.095
105 H -1.459 12.080 1.274  C100 1.093
106 H -0.149 11.737 0.094  C100 1.090
107 O 9.738 -4.186 -3.262  C108 1.204
108 C 8.805 -3.559 -2.832  O107 1.204, O109 1.362, C112 1.504
109 O 8.297 -2.444 -3.426  C108 1.362, C110 1.431
110 C 7.271 -1.891 -2.598  O109 1.431, C111 1.511, H113 1.094, H114 1.092
111 C 6.803 -3.033 -1.727  C110 1.511, C112 1.513, H115 1.092, H116 1.095
112 C 8.064 -3.852 -1.556  C108 1.504, C111 1.513, H117 1.093, H118 1.090
113 H 7.698 -1.070 -2.013  C110 1.094
114 H 6.466 -1.497 -3.223  C110 1.092
115 H 6.362 -2.704 -0.784  C111 1.092
116 H 6.051 -3.624 -2.262  C111 1.095
117 H 8.662 -3.507 -0.709  C112 1.093
118 H 7.844 -4.916 -1.465  C112 1.090
119 O 2.834 11.092 -2.805  C120 1.204
120 C 3.330 10.152 -3.370  O119 1.204, O121 1.362, C124 1.504
121 O 2.702 8.958 -3.561  C120 1.362, C122 1.432
122 C 3.613 8.034 -4.166  O121 1.432, C123 1.511, H125 1.094, H126 1.092
123 C 4.664 8.891 -4.833  C122 1.511, C124 1.513, H127 1.091, H128 1.095
124 C 4.728 10.098 -3.923  C120 1.504, C123 1.513, H129 1.093, H130 1.090
125 H 4.033 7.395 -3.383  C122 1.094
126 H 3.079 7.409 -4.884  C122 1.092
127 H 5.621 8.381 -4.954  C123 1.091
128 H 4.317 9.197 -5.825  C123 1.095
129 H 5.431 9.951 -3.100  C124 1.093
130 H 4.966 11.006 -4.477  C124 1.090
131 O 11.258 -7.539 -8.596  C132 1.205
132 C 11.325 -6.908 -7.572  O131 1.205, O133 1.361, C136 1.505
133 O 10.491 -7.086 -6.511  C132 1.361, C134 1.433
134 C 10.778 -6.101 -5.511  O133 1.433, C135 1.510, H137 1.093, H138 1.091
135 C 12.194 -5.655 -5.787  C134 1.510, C136 1.514, H139 1.091, H140 1.095
136 C 12.292 -5.790 -7.292  C132 1.505, C135 1.514, H141 1.093, H142 1.090
137 H 10.059 -5.284 -5.610  C134 1.093
138 H 10.676 -6.544 -4.519  C134 1.091
139 H 12.407 -4.649 -5.422  C135 1.091
140 H 12.900 -6.344 -5.311  C135 1.095
141 H 11.953 -4.887 -7.805  C136 1.093
142 H 13.301 -6.056 -7.607  C136 1.090

***

C34H94N8O10 | wB97M-V/def2-TZVPD

- SMILES: COC[C@H](C)N.COC[C@H](C)N.COC[C@H](C)N.COC[C@H](C)N.COC[C@H](C)N.COC[C@H](C)N.COC[C@H](C)N.COC[C@H](C)N.OCCO
- DFT total energy: -2541.8974 a.u.
- Highest occupied orbital energy: -9.10 eV
- 2S+1: 1
- Total charge: 0

Bonds (Å) are listed after each position.
Cartesian coordinates (Å):
1 C 3.603 3.592 -8.078  O2 1.425, H7 1.090, H8 1.090, H9 1.090
2 O 2.395 3.473 -8.823  C1 1.425, C3 1.401
3 C 1.910 4.623 -9.458  O2 1.401, C4 1.624, H10 1.090, H11 1.090
4 C 1.247 5.626 -8.367  C3 1.624, C5 1.548, N6 1.514, H12 1.090
5 C -0.072 5.039 -7.810  C4 1.548, H13 1.090, H14 1.090, H15 1.090
6 N 0.872 6.804 -9.243  C4 1.514, H16 1.010, H17 1.010
7 H 3.361 4.051 -7.119  C1 1.090
8 H 4.383 4.011 -8.714  C1 1.090
9 H 3.866 2.547 -7.917  C1 1.090
10 H 2.698 5.015 -10.103  C3 1.090
11 H 1.181 4.315 -10.207  C3 1.090
12 H 1.927 5.985 -7.594  C4 1.090
13 H -0.913 5.416 -8.391  C5 1.090
14 H -0.253 5.347 -6.780  C5 1.090
15 H -0.112 3.949 -7.828  C5 1.090
16 H 0.388 6.502 -10.076  N6 1.010
17 H 0.139 7.329 -8.788  N6 1.010
18 C 9.712 -8.450 2.400  O19 1.494, H24 1.090, H25 1.090, H26 1.090
19 O 8.740 -8.506 3.532  C18 1.494, C20 1.414
20 C 9.093 -7.619 4.575  O19 1.414, C21 1.574, H27 1.090, H28 1.090
21 C 7.804 -7.317 5.425  C20 1.574, C22 1.520, N23 1.436, H29 1.090
22 C 6.840 -6.450 4.632  C21 1.520, H30 1.090, H31 1.090, H32 1.090
23 N 8.194 -6.729 6.676  C21 1.436, H33 1.010, H34 1.010
24 H 9.529 -9.091 1.537  C18 1.090
25 H 10.750 -8.682 2.637  C18 1.090
26 H 9.791 -7.445 1.986  C18 1.090
27 H 9.862 -8.010 5.242  C20 1.090
28 H 9.531 -6.648 4.346  C20 1.090
29 H 7.321 -8.264 5.668  C21 1.090
30 H 6.541 -6.977 3.725  C22 1.090
31 H 7.324 -5.499 4.410  C22 1.090
32 H 5.876 -6.232 5.091  C22 1.090
33 H 8.786 -5.912 6.624  N23 1.010
34 H 7.313 -6.363 7.006  N23 1.010
35 C 8.054 0.661 -1.956  O36 1.414, H41 1.090, H42 1.090, H43 1.090
36 O 8.153 2.048 -1.702  C35 1.414, C37 1.449
37 C 9.296 2.670 -2.340  O36 1.449, C38 1.583, H44 1.090, H45 1.090
38 C 9.605 4.170 -1.940  C37 1.583, C39 1.577, N40 1.471, H46 1.090
39 C 8.490 5.180 -2.411  C38 1.577, H47 1.090, H48 1.090, H49 1.090
40 N 10.841 4.617 -2.600  C38 1.471, H50 1.010, H51 1.010
41 H 7.287 0.277 -1.284  C35 1.090
42 H 9.029 0.196 -1.812  C35 1.090
43 H 7.657 0.509 -2.960  C35 1.090
44 H 10.263 2.189 -2.194  C37 1.090
45 H 9.178 2.687 -3.424  C37 1.090
46 H 9.706 4.233 -0.856  C38 1.090
47 H 8.668 6.171 -1.994  C39 1.090
48 H 7.515 4.860 -2.042  C39 1.090
49 H 8.517 5.306 -3.493  C39 1.090
50 H 11.514 3.900 -2.368  N40 1.010
51 H 10.774 4.518 -3.603  N40 1.010
52 C -10.810 1.522 3.444  O53 1.450, H58 1.090, H59 1.090, H60 1.090
53 O -9.917 2.562 3.919  C52 1.450, C54 1.411
54 C -8.547 2.262 3.766  O53 1.411, C55 1.562, H61 1.090, H62 1.090
55 C -7.706 3.501 4.211  C54 1.562, C56 1.545, N57 1.491, H63 1.090
56 C -7.618 4.728 3.277  C55 1.545, H64 1.090, H65 1.090, H66 1.090
57 N -6.322 3.112 4.607  C55 1.491, H67 1.010, H68 1.010
58 H -10.628 1.039 2.484  C52 1.090
59 H -11.801 1.974 3.402  C52 1.090
60 H -10.805 0.742 4.206  C52 1.090
61 H -8.370 1.384 4.388  C54 1.090
62 H -8.276 1.961 2.754  C54 1.090
63 H -8.126 4.015 5.076  C55 1.090
64 H -7.255 4.610 2.256  C56 1.090
65 H -7.008 5.506 3.736  C56 1.090
66 H -8.602 5.179 3.144  C56 1.090
67 H -5.855 2.957 3.725  N57 1.010
68 H -5.862 3.904 5.032  N57 1.010
69 C -5.528 -7.935 1.124  O70 1.434, H75 1.090, H76 1.090, H77 1.090
70 O -4.951 -6.989 2.035  C69 1.434, C71 1.371
71 C -4.910 -7.402 3.341  O70 1.371, C72 1.551, H78 1.090, H79 1.090
72 C -6.269 -7.704 4.024  C71 1.551, C73 1.578, N74 1.499, H80 1.090
73 C -7.225 -6.448 4.035  C72 1.578, H81 1.090, H82 1.090, H83 1.090
74 N -6.131 -8.358 5.367  C72 1.499, H84 1.010, H85 1.010
75 H -5.337 -7.644 0.091  C69 1.090
76 H -6.606 -7.909 1.287  C69 1.090
77 H -5.147 -8.947 1.259  C69 1.090
78 H -4.257 -8.267 3.459  C71 1.090
79 H -4.330 -6.647 3.871  C71 1.090
80 H -6.746 -8.512 3.470  C72 1.090
81 H -8.017 -6.645 4.759  C73 1.090
82 H -7.672 -6.347 3.046  C73 1.090
83 H -6.726 -5.513 4.288  C73 1.090
84 H -5.716 -9.247 5.127  N74 1.010
85 H -5.392 -7.907 5.887  N74 1.010
86 C -1.343 3.790 0.343  O87 1.344, H92 1.090, H93 1.090, H94 1.090
87 O -1.460 2.564 0.882  C86 1.344, C88 1.429
88 C -1.505 1.548 -0.121  O87 1.429, C89 1.556, H95 1.090, H96 1.090
89 C -1.827 0.200 0.585  C88 1.556, C90 1.542, N91 1.450, H97 1.090
90 C -0.687 -0.237 1.528  C89 1.542, H98 1.090, H99 1.090, H100 1.090
91 N -2.093 -0.861 -0.367  C89 1.450, H101 1.010, H102 1.010
92 H -0.359 4.247 0.442  C86 1.090
93 H -2.037 4.454 0.858  C86 1.090
94 H -1.651 3.763 -0.702  C86 1.090
95 H -2.258 1.767 -0.878  C88 1.090
96 H -0.636 1.476 -0.775  C88 1.090
97 H -2.786 0.362 1.077  C89 1.090
98 H 0.238 -0.384 0.970  C90 1.090
99 H -0.701 -1.237 1.963  C90 1.090
100 H -0.455 0.475 2.320  C90 1.090
101 H -2.771 -0.602 -1.068  N91 1.010
102 H -2.513 -1.622 0.146  N91 1.010
103 C 2.245 2.760 8.147  O104 1.414, H109 1.090, H110 1.090, H111 1.090
104 O 3.510 3.331 7.876  C103 1.414, C105 1.398
105 C 4.016 3.114 6.591  O104 1.398, C106 1.588, H112 1.090, H113 1.090
106 C 3.420 4.179 5.576  C105 1.588, C107 1.519, N108 1.464, H114 1.090
107 C 4.106 4.139 4.221  C106 1.519, H115 1.090, H116 1.090, H117 1.090
108 N 3.372 5.559 6.063  C106 1.464, H118 1.010, H119 1.010
109 H 2.248 1.685 7.971  C103 1.090
110 H 1.397 3.171 7.600  C103 1.090
111 H 2.012 2.896 9.204  C103 1.090
112 H 5.081 3.256 6.774  C105 1.090
113 H 3.796 2.111 6.223  C105 1.090
114 H 2.372 3.879 5.555  C106 1.090
115 H 3.853 3.340 3.524  C107 1.090
116 H 5.124 3.957 4.564  C107 1.090
117 H 4.151 5.101 3.710  C107 1.090
118 H 2.703 5.559 6.820  N108 1.010
119 H 2.877 5.976 5.288  N108 1.010
120 C -7.716 3.293 -5.100  O121 1.430, H126 1.090, H127 1.090, H128 1.090
121 O -8.101 1.919 -5.187  C120 1.430, C122 1.390
122 C -8.216 1.260 -3.968  O121 1.390, C123 1.506, H129 1.090, H130 1.090
123 C -8.093 -0.224 -4.200  C122 1.506, C124 1.577, N125 1.416, H131 1.090
124 C -8.413 -1.127 -2.948  C123 1.577, H132 1.090, H133 1.090, H134 1.090
125 N -6.832 -0.694 -4.640  C123 1.416, H135 1.010, H136 1.010
126 H -6.738 3.386 -4.628  C120 1.090
127 H -8.536 3.850 -4.646  C120 1.090
128 H -7.536 3.644 -6.116  C120 1.090
129 H -7.376 1.520 -3.324  C122 1.090
130 H -9.138 1.658 -3.545  C122 1.090
131 H -8.792 -0.534 -4.976  C123 1.090
132 H -8.584 -2.196 -3.082  C124 1.090
133 H -9.260 -0.744 -2.379  C124 1.090
134 H -7.653 -0.989 -2.179  C124 1.090
135 H -6.667 -0.182 -5.495  N125 1.010
136 H -7.025 -1.584 -5.076  N125 1.010
137 O 3.848 -3.462 -6.175  C138 1.410, H141 0.960
138 C 2.469 -3.167 -6.177  O137 1.410, C139 1.528, H142 1.090, H143 1.090
139 C 2.021 -2.836 -4.754  C138 1.528, O140 1.444, H144 1.090, H145 1.090
140 O 1.876 -3.954 -3.852  C139 1.444, H146 0.960
141 H 4.105 -4.179 -5.590  O137 0.960
142 H 2.298 -2.383 -6.915  C138 1.090
143 H 1.957 -4.064 -6.525  C138 1.090
144 H 1.100 -2.260 -4.839  C139 1.090
145 H 2.772 -2.172 -4.323  C139 1.090
146 H 1.082 -3.655 -3.403  O140 0.960

***

CHBrNO2 | wB97M-V/def2-TZVPD

- SMILES: O=C([O-])NBr
- DFT total energy: -2818.0067 a.u.
- Highest occupied orbital energy: -4.31 eV
- 2S+1: 1
- Total charge: -1

Bonds (Å) are listed after each position.
Cartesian coordinates (Å):
1 O 1.684 0.301 0.045  C2 1.213
2 C 0.538 0.692 -0.028  O1 1.213, O3 1.219, N4 1.607
3 O -0.081 1.742 -0.039  C2 1.219
4 N -0.255 -0.686 -0.261  C2 1.607, Br5 1.836, H6 1.010
5 Br -2.085 -0.770 -0.135  N4 1.836
6 H 0.199 -1.278 0.419  N4 1.010